Entry 1:
A 2-piece molecular cluster, C5H10N2O overall at a distorted geometry, computed with the ωB97M-V functional and the def2-TZVPD basis.

Orbital gap (alpha / beta): 8.998 / 8.997 eV
M: 114.1 g mol⁻¹
Total charge: 0
Highest occupied orbital energy (alpha / beta): -8.238 / -8.237 eV
SMILES: C=[NH+][O-].CC(C)C#N

Each atom is followed by the atoms it is bonded to, with distances in Å.
Cartesian coordinates (Å):
1 C -0.490 -3.754 1.438  N2 1.329, H4 1.044, H5 1.025
2 N -0.128 -2.889 0.496  C1 1.329, O3 1.218, H6 1.058
3 O 0.940 -3.004 -0.079  N2 1.218
4 H -1.484 -3.934 1.700  C1 1.044
5 H 0.254 -4.395 1.732  C1 1.025
6 H -0.672 -1.994 0.351  N2 1.058
7 C 0.479 2.133 -1.704  C8 1.559, H12 1.043, H13 1.035, H14 1.115
8 C 0.507 1.314 -0.378  C7 1.559, C9 1.545, C10 1.381, H15 1.213
9 C -0.207 2.012 0.801  C8 1.545, H16 1.044, H17 1.061, H18 1.158
10 C -0.244 0.173 -0.579  C8 1.381, N11 1.144
11 N -1.043 -0.631 -0.735  C10 1.144
12 H -0.496 2.095 -2.074  C7 1.043
13 H 1.114 1.717 -2.407  C7 1.035
14 H 0.871 3.176 -1.669  C7 1.115
15 H 1.700 1.218 -0.184  C8 1.213
16 H -0.101 1.541 1.727  C9 1.044
17 H -1.247 2.152 0.647  C9 1.061
18 H 0.249 3.071 0.917  C9 1.158


Entry 2:
One molecule with the formula C5H10N2O at a distorted geometry, computed with the ωB97M-V functional and the def2-TZVPD basis.

Orbital gap: 9.456 eV
M: 114.1 g mol⁻¹
Total charge: 0
Highest occupied orbital energy: -8.486 eV
SMILES: C=C(NNC)C(C)=O

Each atom is followed by the atoms it is bonded to, with distances in Å.
Cartesian coordinates (Å):
1 C 0.765 -0.818 2.039  C2 1.336, H9 1.084, H10 1.086
2 C 0.652 -0.266 0.828  C1 1.336, N3 1.374, C6 1.547
3 N 1.076 -0.745 -0.388  C2 1.374, N4 1.512, H11 1.022
4 N 0.076 -0.396 -1.467  N3 1.512, C5 1.456, H12 1.017
5 C -1.037 -1.333 -1.536  N4 1.456, H13 1.094, H14 1.094, H15 1.094
6 C -0.361 0.890 0.656  C2 1.547, C7 1.512, O8 1.235
7 C 0.241 2.196 0.188  C6 1.512, H16 1.093, H17 1.092, H18 1.093
8 O -1.456 0.863 1.226  C6 1.235
9 H 1.424 -1.659 2.216  C1 1.084
10 H 0.279 -0.359 2.895  C1 1.086
11 H 1.363 -1.726 -0.367  N3 1.022
12 H -0.123 0.531 -1.837  N4 1.017
13 H -0.696 -2.364 -1.670  C5 1.094
14 H -1.651 -1.307 -0.631  C5 1.094
15 H -1.694 -1.081 -2.374  C5 1.094
16 H 0.134 2.940 0.981  C7 1.093
17 H 1.301 2.098 -0.057  C7 1.092
18 H -0.295 2.535 -0.702  C7 1.093


Entry 3:
A 2-piece molecular cluster, C5H10N2O overall at a distorted geometry, computed with the ωB97M-V functional and the def2-TZVPD basis.

Orbital gap: 10.782 eV
M: 114.1 g mol⁻¹
Total charge: 0
Highest occupied orbital energy: -9.924 eV
SMILES: [H]/N=C(/C)CC.N=C=O

Each atom is followed by the atoms it is bonded to, with distances in Å.
Cartesian coordinates (Å):
1 H -0.741 -1.665 0.759  N2 1.017
2 N -1.221 -0.805 0.503  H1 1.017, C3 1.279
3 C -0.299 0.076 0.605  N2 1.279, C4 1.561, C5 1.476
4 C -0.634 1.560 0.257  C3 1.561, H7 1.067, H8 1.120, H9 1.106
5 C 1.074 -0.170 1.087  C3 1.476, C6 1.528, H10 1.209, H11 1.075
6 C 2.113 0.763 0.464  C5 1.528, H12 1.152, H13 1.125, H14 1.180
7 H -0.625 2.089 1.183  C4 1.067
8 H -1.682 1.443 -0.123  C4 1.120
9 H 0.110 1.837 -0.513  C4 1.106
10 H 1.367 -1.325 0.886  C5 1.209
11 H 1.143 -0.162 2.160  C5 1.075
12 H 1.651 1.811 0.345  C6 1.152
13 H 3.085 0.656 1.019  C6 1.125
14 H 2.267 0.474 -0.669  C6 1.180
15 N -2.443 -1.247 -1.969  C16 1.205, H18 0.998
16 C -1.451 -1.913 -2.127  N15 1.205, O17 1.177
17 O -0.513 -2.558 -2.423  C16 1.177
18 H -3.201 -0.865 -1.443  N15 0.998


Entry 4:
A 2-piece molecular cluster, C5H10N2O overall at a distorted geometry, computed with the ωB97M-V functional and the def2-TZVPD basis.

Orbital gap: 9.609 eV
M: 114.1 g mol⁻¹
Total charge: 0
Highest occupied orbital energy: -9.451 eV
SMILES: C=NC(C)=O.C=NC

Each atom is followed by the atoms it is bonded to, with distances in Å.
Cartesian coordinates (Å):
1 C 0.319 1.793 -0.393  N2 1.275, H6 1.086, H7 1.082
2 N 0.686 0.901 0.440  C1 1.275, C3 1.407
3 C 1.884 0.169 0.340  N2 1.407, C4 1.507, O5 1.206
4 C 1.773 -1.275 0.755  C3 1.507, H8 1.089, H9 1.090, H10 1.094
5 O 2.921 0.684 0.003  C3 1.206
6 H 0.785 1.888 -1.370  C1 1.086
7 H -0.385 2.545 -0.061  C1 1.082
8 H 0.968 -1.769 0.211  C4 1.089
9 H 2.712 -1.780 0.532  C4 1.090
10 H 1.575 -1.327 1.829  C4 1.094
11 C -1.230 -0.184 0.934  N12 1.297, H14 1.099, H15 1.081
12 N -1.308 -0.921 -0.131  C11 1.297, C13 1.415
13 C -1.885 -0.320 -1.275  N12 1.415, H16 1.104, H17 1.125, H18 1.095
14 H -1.923 0.650 1.119  C11 1.099
15 H -0.836 -0.644 1.828  C11 1.081
16 H -2.744 0.338 -1.059  C13 1.104
17 H -1.108 0.354 -1.733  C13 1.125
18 H -2.203 -1.101 -1.972  C13 1.095


> total charge of number 3 (C5H10N2O)?

0